Entry 1:
This record from the Open Molecules 2025 dataset describes a 2-piece molecular cluster, C4H11NO overall in a non-equilibrium geometry. The level of theory is ωB97M-V with the def2-TZVPD basis set.

Max |F|: 1.98 eV/A
LUMO level: 0.0241 hartree
SMILES: C=CCCN.O
E_HOMO: -0.3093 Ha
E_tot: -7861.497 eV

```
17
Properties=species:S:1:pos:R:3:mulliken_charge:R:1
C 0.208 -0.246 -1.205 -0.4315
C -0.606 -1.031 -0.139 -0.4051
C 0.072 -2.181 0.559 -0.2756
C 1.260 -2.219 1.169 -0.6944
N 0.072 1.201 -1.161 -0.5990
H 0.064 -0.697 -2.192 0.2704
H 1.264 -0.481 -1.029 0.2536
H -1.532 -1.286 -0.664 0.3405
H -0.922 -0.340 0.642 0.2530
H -0.594 -3.049 0.509 0.3152
H 2.247 -1.951 0.783 0.2349
H 1.447 -2.704 2.131 0.2428
H -0.763 1.582 -0.736 0.2429
H 0.817 1.570 -0.593 0.2550
H -1.573 3.612 1.115 0.3220
H -0.343 4.373 0.512 0.3153
O -1.116 3.845 0.298 -0.6400
```

Entry 2:
This record from the Open Molecules 2025 dataset describes a 4-piece molecular cluster, C22H48N2O10P overall in a non-equilibrium geometry. The level of theory is ωB97M-V with the def2-TZVPD basis set.

Max |F|: 2.65 eV/A
LUMO level: -0.0882 hartree
Total charge: +1
E_HOMO: -0.4350 Ha
E_tot: -56327.647 eV

```
83
Properties=species:S:1:pos:R:3:mulliken_charge:R:1
C 3.915 -6.500 2.751 -0.9222
C 2.753 -5.867 2.503 -0.3031
C 2.659 -4.358 2.397 -0.4476
N 1.427 -3.877 1.705 0.4809
C 0.155 -4.244 2.417 -0.4983
C -0.043 -3.486 3.732 -0.2024
C -1.493 -3.749 4.175 -0.9872
O -1.867 -5.106 4.063 -0.4995
O 1.447 -2.535 1.288 -0.1690
C 2.137 -1.605 2.143 -0.8409
C 3.586 -1.277 1.695 -0.7405
C 4.654 -1.624 2.761 -0.5728
C 5.763 -2.557 2.206 -1.2087
P 1.344 -4.789 0.088 0.7433
N 0.592 -6.127 0.179 -0.7282
O 0.682 -3.770 -0.943 -0.4955
O 2.846 -4.864 -0.347 -0.4455
H 4.615 -6.104 3.480 0.2959
H 4.092 -7.436 2.237 0.2793
H 1.862 -6.476 2.391 0.2814
H 3.538 -4.011 1.868 -0.0344
H 2.736 -3.930 3.401 0.8717
H -0.667 -3.977 1.756 0.5057
H 0.136 -5.302 2.636 0.2584
H 0.620 -3.924 4.481 0.3064
H 0.074 -2.409 3.650 0.1676
H -2.132 -3.199 3.481 0.4105
H -1.672 -3.324 5.163 0.4293
H -1.556 -5.566 4.849 0.3429
H 1.591 -0.664 2.053 0.7428
H 2.103 -1.825 3.206 0.3334
H 3.653 -0.236 1.392 0.4073
H 3.741 -1.862 0.785 0.3965
H 4.187 -2.041 3.651 0.3432
H 5.148 -0.694 3.031 0.4999
H 6.037 -3.281 2.972 0.2588
H 5.419 -3.093 1.322 0.3468
H 6.638 -1.974 1.935 0.3598
H -0.207 -6.081 -0.446 0.2749
H -0.185 -3.472 -0.637 0.3612
H 2.894 -5.126 -1.279 0.3871
O 0.907 2.041 1.857 -0.6205
C 1.398 2.350 0.801 0.7772
O 1.886 3.585 0.644 -0.3557
C 2.646 3.990 -0.503 -0.4505
C 1.751 4.429 -1.644 -0.6341
C 1.388 1.399 -0.368 -0.1679
H 3.342 3.205 -0.802 0.3203
H 3.249 4.829 -0.163 0.3179
H 1.118 3.615 -2.000 0.0316
H 2.349 4.789 -2.480 0.3647
H 1.090 5.230 -1.314 0.3076
H 0.434 1.473 -0.891 0.2404
H 1.514 0.393 0.028 -0.4344
H 2.197 1.555 -1.077 0.3181
O -1.038 1.008 -3.097 -0.6271
C -1.496 1.734 -3.944 0.8801
O -0.709 2.678 -4.472 -0.3777
C -1.093 3.481 -5.598 -0.4682
C -1.880 4.707 -5.181 -0.6397
C -2.943 1.664 -4.355 -0.8110
H -1.620 2.877 -6.337 0.3731
H -0.156 3.788 -6.060 0.3378
H -2.821 4.458 -4.696 0.1253
H -2.097 5.325 -6.053 0.3711
H -1.302 5.297 -4.468 0.2392
H -3.533 2.253 -3.657 -0.0063
H -3.259 0.623 -4.307 0.3650
H -3.136 2.013 -5.365 0.3004
O -4.423 4.618 -3.446 -0.5808
C -5.138 4.594 -2.478 0.7467
O -5.512 5.755 -1.928 -0.3669
C -6.501 5.862 -0.898 -0.4412
C -5.904 5.658 0.479 -0.9406
C -5.546 3.296 -1.819 -1.0638
H -7.337 5.189 -1.092 0.3792
H -6.892 6.874 -0.982 0.3012
H -5.487 4.658 0.593 0.2688
H -6.662 5.806 1.248 0.3507
H -5.093 6.366 0.645 0.3011
H -4.754 2.982 -1.140 0.2652
H -5.669 2.544 -2.594 0.3328
H -6.486 3.351 -1.276 0.3816
```

Entry 3:
This record from the Open Molecules 2025 dataset describes a 2-piece molecular cluster, C2H8NS2 overall in a non-equilibrium geometry. The level of theory is ωB97M-V with the def2-TZVPD basis set.

Max |F|: 4.87 eV/A
LUMO level: -0.1688 hartree
Total charge: +1
E_HOMO: -0.4948 Ha
E_tot: -25356.960 eV

```
13
Properties=species:S:1:pos:R:3:mulliken_charge:R:1
C 0.166 1.208 -0.806 -1.3484
C 1.253 0.415 -0.232 0.8919
N 0.843 -0.545 0.570 -0.1686
S 2.845 0.931 -0.572 -0.0583
S -2.254 -1.801 1.303 -0.3560
H -0.201 0.650 -1.695 0.3719
H -0.771 1.201 -0.245 0.3450
H 0.604 2.201 -0.931 0.4615
H 1.521 -1.226 1.032 0.2570
H -3.102 -1.945 2.197 0.1663
H -0.108 -0.750 0.637 0.0326
H 2.330 1.699 -1.570 0.2155
H -3.125 -2.036 0.311 0.1899
```

Entry 4:
This record from the Open Molecules 2025 dataset describes C7H16CuFO4 as an isolated structure in a non-equilibrium geometry. The level of theory is ωB97M-V with the def2-TZVPD basis set.

Max |F|: 2.28 eV/A
LUMO level: 0.0178 hartree
E_HOMO: -0.2654 Ha
E_tot: -63062.645 eV

```
29
Properties=species:S:1:pos:R:3:mulliken_charge:R:1
F 3.604 -1.498 0.117 -0.3637
C 3.067 1.336 -0.510 -0.6005
O 2.186 0.233 -0.688 -0.2175
C 2.315 -0.817 0.178 0.3180
C 1.267 -1.891 0.013 -0.6491
O 0.002 -1.300 0.145 -0.0629
C -1.094 -2.146 -0.148 -0.5583
C -2.357 -1.343 0.031 -0.5368
O -2.324 -0.241 -0.854 -0.2160
C -3.440 0.616 -0.732 -0.8061
H 3.092 1.893 -1.451 0.2308
H 2.626 1.992 0.253 0.1311
H 4.093 1.030 -0.271 0.3482
H 2.336 -0.411 1.205 0.2770
H 1.421 -2.665 0.781 0.2792
H 1.396 -2.378 -0.969 0.3397
H -1.109 -3.014 0.530 0.3297
H -1.017 -2.519 -1.184 0.3467
H -2.435 -0.988 1.073 0.3472
H -3.228 -1.985 -0.180 0.3843
H -3.332 1.411 -1.478 0.2456
H -4.376 0.063 -0.911 0.3196
H -3.477 1.069 0.272 0.3298
O 0.100 2.683 -0.242 -0.7220
C 0.184 2.566 1.125 -0.4321
Cu -0.176 0.719 -0.872 0.4245
H -0.245 3.437 1.674 0.2931
H -0.316 1.677 1.589 0.0710
H 1.233 2.469 1.504 0.1494
```

Entry 5:
This record from the Open Molecules 2025 dataset describes a 9-piece molecular cluster, C5H32N3O8 overall in a non-equilibrium geometry. The level of theory is ωB97M-V with the def2-TZVPD basis set.

Max |F|: 3.90 eV/A
LUMO level: -0.0976 hartree
Total charge: +1
E_HOMO: -0.4342 Ha
E_tot: -26547.691 eV

```
48
Properties=species:S:1:pos:R:3:mulliken_charge:R:1
N -0.542 -3.297 0.191 -0.1084
C -0.281 -3.012 -1.265 -0.7792
C -0.778 -1.564 -1.657 -0.3721
N -0.986 -0.615 -0.581 0.6247
C 0.046 0.324 -0.199 -0.8594
C -0.217 0.782 1.225 -1.1604
N -0.745 2.163 1.203 -0.2512
C 0.306 3.206 1.357 -0.7666
H -1.371 -2.853 0.555 0.2691
H -0.679 -4.282 0.343 0.3883
H 0.355 -2.961 0.711 0.2599
H 0.855 -3.068 -1.284 0.3435
H -0.828 -3.642 -2.034 0.4101
H 0.167 -1.287 -2.197 0.0614
H -1.866 -1.668 -2.052 0.3994
H -1.912 -0.280 -0.535 0.0523
H 1.060 -0.086 -0.296 0.5447
H -0.035 1.195 -0.923 0.5037
H -0.802 0.020 1.765 0.5044
H 0.748 0.806 1.788 0.1137
H -1.341 2.265 2.031 0.2714
H -0.147 4.062 0.785 0.3314
H 1.189 2.839 0.733 0.1430
H 0.842 3.321 2.285 0.3594
H -3.550 -0.020 0.584 0.2775
H -3.720 1.415 1.259 0.3183
O -3.874 0.865 0.501 -0.6530
H 0.128 -1.653 4.516 0.3068
H 0.447 -0.134 4.315 0.3170
O 0.147 -0.946 3.858 -0.6541
H 3.542 1.885 -1.101 0.4041
H 2.276 1.368 -1.326 0.3378
O 2.890 1.480 -0.513 -0.6933
H 2.040 0.586 -3.766 0.2823
H 0.831 0.680 -2.645 0.3119
O 1.751 0.905 -2.915 -0.7401
H -1.468 1.164 -2.369 0.3555
H -0.901 1.295 -3.845 0.3010
O -0.859 0.743 -3.051 -0.6611
H -1.789 2.320 -0.770 0.3045
H -3.229 1.950 -0.908 0.4077
O -2.466 2.166 -1.468 -0.8043
H 4.040 -1.199 1.079 0.2973
H 3.275 -0.169 0.168 0.3790
O 3.234 -1.041 0.570 -0.6756
H 1.028 -1.801 2.661 0.3975
H 1.932 -1.889 1.336 0.3975
O 1.258 -2.340 1.881 -0.7970
```

Entry 6:
This record from the Open Molecules 2025 dataset describes a 2-piece molecular cluster, C5H5F3N2O overall in a non-equilibrium geometry. The level of theory is ωB97M-V with the def2-TZVPD basis set.

Max |F|: 4.39 eV/A
LUMO level (spin up / spin down): 0.0171 / -0.0604 hartree
E_HOMO (spin up / spin down): -0.2487 / -0.3753 Ha
Spin multiplicity: 3
E_tot: -18438.346 eV

```
16
Properties=species:S:1:pos:R:3:mulliken_charge:R:1
C -3.018 -0.912 0.082 0.2365
C -1.880 -1.361 -0.026 0.1022
C -0.295 0.185 0.614 0.6449
C 0.986 -0.504 0.371 -1.2990
C -4.013 -0.008 0.063 0.3657
N -0.935 0.748 -0.584 0.4814
N -1.895 1.564 -0.627 -1.0676
O -0.603 0.579 1.696 -0.5511
F -1.151 -2.439 0.222 -0.2204
F -4.776 -0.007 -1.018 -0.2162
F -4.388 0.641 1.104 -0.1883
H 1.327 -0.574 1.347 0.3961
H 1.653 0.273 -0.030 0.3839
H 1.030 -1.399 -0.205 0.3640
H -0.357 0.721 -1.381 0.2661
H -2.260 1.770 0.317 0.3018
```